Entry 1:
Here is the molecule CHN3O2 from the OMol25 dataset. Energies are from wB97M-V/def2-TZVPD.

Output
Lowest unoccupied orbital energy in eV: 0.6
DFT total energy in Eh: -353.40113
Orbital gap in Ha: 0.430
HOMO level in eV: -11.05
2S+1: 1
Net charge: 0
F_max in eV/A: 0.8
Relative energy (zero: lowest compared OMol25 entry of this formula, charge and spin) in kJ/mol: 84.1

Each line ends with the natural charge from an NBO analysis.
CARTESIAN COORDINATES (ANGSTROEM)
O (0.42, 1.31, -0.06)  -0.354
O (-1.80, 0.86, 0.42)  -0.568
N (1.13, -0.76, -0.18)  0.013
N (-0.16, -0.75, 0.15)  -0.460
N (1.55, 0.40, -0.31)  0.112
C (-0.67, 0.54, 0.20)  0.827
H (-0.67, -1.61, 0.18)  0.431


Entry 2:
Here is a cluster of 6 separate species, C27H47B2NO22 in total in a non-equilibrium geometry from the OMol25 dataset. Energies are from wB97M-V/def2-TZVPD.

Output
Lowest unoccupied orbital energy in eV: 0.2
DFT total energy in Eh: -2816.87672
Orbital gap in Ha: 0.334
HOMO level in eV: -8.91
2S+1: 1
Net charge: 0
F_max in eV/A: 2.0

Each line ends with the Mulliken charge.
CARTESIAN COORDINATES (ANGSTROEM)
O (-4.94, 1.35, -0.97)  -0.294
O (-2.71, -3.73, 4.13)  -0.483
O (-0.33, -3.73, -2.41)  -0.583
O (-0.20, 1.07, -0.40)  -0.507
O (-7.16, 6.60, -3.59)  -0.322
O (2.42, 3.71, -1.93)  -0.348
O (0.57, 1.28, 2.11)  -1.046
O (6.14, -3.61, 0.64)  -0.510
O (6.57, -4.64, -1.31)  -0.323
O (-4.86, 1.18, -3.22)  -0.589
O (1.97, -0.57, -0.19)  0.101
O (1.96, -3.35, -2.98)  -0.572
O (5.28, 1.14, 0.85)  -0.616
O (-5.38, 3.14, -2.23)  -0.257
O (-2.54, 1.21, 1.23)  -0.442
O (3.47, 5.43, -2.95)  -0.547
O (2.66, 5.65, -0.86)  -0.359
O (-2.19, -5.80, 4.86)  -0.331
O (-1.19, -4.02, 5.77)  -0.307
O (-6.65, 6.17, -1.44)  -0.553
O (7.97, -3.08, -0.54)  -0.313
O (-5.06, 6.84, -2.88)  -0.309
N (-1.60, -0.76, 0.49)  1.248
C (-2.09, -4.45, 4.85)  0.689
C (7.48, -4.36, -2.38)  -0.330
C (-0.27, -0.22, 0.20)  -0.822
C (5.03, -0.27, 0.99)  -0.359
C (1.77, 4.87, -0.06)  -0.314
C (0.70, -1.20, -0.46)  -0.053
C (-6.45, 7.24, -4.65)  -0.340
C (3.03, -1.49, -0.07)  -0.203
C (-5.01, 6.95, -4.30)  -0.276
C (-1.09, 1.34, -1.46)  -0.756
C (2.02, 3.47, -0.58)  1.320
C (6.83, -3.76, -0.31)  0.690
C (-2.45, 0.03, 1.28)  0.597
C (-3.26, -0.74, 2.30)  -1.753
C (-0.83, -5.14, 6.59)  -0.313
C (2.91, 4.97, -2.01)  0.624
C (0.59, -1.36, -1.99)  -1.001
C (-1.14, -6.31, 5.69)  -0.330
C (-2.26, -1.62, -0.48)  -0.995
C (-5.73, 3.51, -0.88)  -0.498
C (-5.05, 1.83, -2.23)  0.624
C (8.63, -3.69, -1.66)  -0.328
C (-0.03, -2.44, 2.69)  -0.896
C (-6.32, 6.51, -2.53)  0.712
C (0.85, -1.17, 2.64)  -0.600
C (-5.00, 2.47, -0.07)  -0.159
C (4.34, -0.75, -0.31)  -0.658
B (0.40, 0.00, 1.66)  1.088
B (0.77, -2.85, -2.49)  0.738
H (-2.66, -0.77, 3.20)  0.236
H (-6.74, 6.83, -5.62)  0.296
H (0.34, 1.31, 3.05)  0.228
H (-3.98, 2.77, 0.17)  0.164
H (9.13, -2.93, -2.27)  0.300
H (6.00, -0.73, 1.13)  0.244
H (-3.26, -1.86, -0.14)  0.656
H (4.39, -0.42, 1.86)  0.224
H (7.78, -5.28, -2.88)  0.305
H (-0.46, -2.73, 1.74)  0.173
H (2.83, 2.97, -0.05)  -0.243
H (-0.80, -2.36, 3.44)  0.085
H (0.72, -2.16, 0.05)  0.861
H (-1.15, 2.42, -1.54)  0.332
H (3.11, -1.94, 0.93)  0.409
H (-3.36, -1.77, 1.99)  0.509
H (4.99, -1.45, -0.83)  0.225
H (-6.81, 3.45, -0.77)  0.257
H (-4.22, -0.28, 2.46)  0.400
H (9.37, -4.40, -1.29)  0.272
H (-5.41, 4.52, -0.66)  0.407
H (-0.30, -6.58, 5.05)  0.259
H (-1.45, -5.13, 7.49)  0.264
H (0.60, -3.27, 3.01)  0.419
H (0.21, -5.08, 6.88)  0.295
H (2.98, -2.31, -0.78)  -0.205
H (-5.52, 2.20, 0.84)  0.354
H (-6.68, 8.31, -4.64)  0.261
H (-2.37, -1.18, -1.46)  0.260
H (-4.65, 6.01, -4.71)  0.252
H (4.58, 1.63, 1.29)  0.288
H (-0.36, -4.05, -1.50)  0.316
H (1.88, -1.48, 2.50)  0.114
H (1.13, 2.84, -0.53)  -0.659
H (-1.73, -2.56, -0.58)  0.079
H (-0.39, -1.07, -2.35)  0.237
H (-2.11, 1.00, -1.31)  0.123
H (2.01, 4.98, 1.00)  0.328
H (0.75, 5.20, -0.23)  0.278
H (4.19, 0.11, -0.95)  0.402
H (2.27, -4.03, -2.37)  0.311
H (-0.73, 1.01, -2.43)  0.351
H (-4.33, 7.75, -4.60)  0.288
H (-1.48, -7.19, 6.23)  0.293
H (0.83, -0.75, 3.65)  0.640
H (1.30, -0.72, -2.50)  0.014
H (7.00, -3.71, -3.10)  0.263


Entry 3:
Here is a cluster of 2 separate species, CH5NS2 in total in a non-equilibrium geometry from the OMol25 dataset. Energies are from wB97M-V/def2-TZVPD.

Output
Lowest unoccupied orbital energy in eV: 0.7
DFT total energy in Eh: -892.17150
Orbital gap in Ha: 0.370
HOMO level in eV: -9.39
2S+1: 1
Net charge: 0
F_max in eV/A: 4.3
Relative energy (zero: lowest compared OMol25 entry of this formula, charge and spin) in kJ/mol: 107.3

Each line ends with the natural charge from an NBO analysis.
CARTESIAN COORDINATES (ANGSTROEM)
S (-1.77, -0.20, 2.17)  -0.092
S (-0.48, 0.75, 3.19)  -0.136
N (0.34, -0.28, -1.44)  -0.615
C (0.73, 0.00, -2.62)  -0.045
H (0.58, 0.35, -0.65)  0.343
H (-0.09, -0.10, 4.21)  0.112
H (0.37, -0.58, -3.44)  0.170
H (1.29, 0.93, -2.79)  0.147
H (-0.96, -0.86, 1.37)  0.115


Entry 4:
Here is the molecule C2H4BrI in a non-equilibrium geometry from the OMol25 dataset. Energies are from wB97M-V/def2-TZVPD.

Output
Lowest unoccupied orbital energy in eV: 0.3
DFT total energy in Eh: -2950.27820
Orbital gap in Ha: 0.368
HOMO level in eV: -9.72
2S+1: 1
Net charge: 0
F_max in eV/A: 3.8
Relative energy (zero: lowest compared OMol25 entry of this formula, charge and spin) in kJ/mol: 88.3

Each line ends with the natural charge from an NBO analysis.
CARTESIAN COORDINATES (ANGSTROEM)
I (-2.59, -0.05, -0.02)  0.069
Br (2.36, -0.08, -0.11)  0.006
C (-0.50, -0.64, -0.06)  -0.494
C (0.57, 0.68, 0.05)  -0.484
H (0.31, 0.98, 1.12)  0.232
H (-0.42, -1.27, 0.77)  0.211
H (0.44, 1.50, -0.81)  0.250
H (-0.17, -1.12, -0.94)  0.212